{"formula": "C4H13NO", "method": "ωB97M-V/def2-TZVPD", "total_charge": 0, "orbital_gap_ev": 9.403, "smiles": "CC[C@H](C)N.O", "symbols": ["C", "C", "C", "C", "N", "H", "H", "H", "H", "H", "H", "H", "H", "H", "H", "H", "H", "H", "O"], "xyz": [[0.982617, -0.783507, -1.668121], [0.578298, -0.889697, -0.199837], [1.230413, 0.245347, 0.582122], [1.152376, 0.140535, 2.103523], [-0.873654, -0.761108, -0.027162], [0.406881, -1.494926, -2.250312], [0.677415, 0.189763, -1.988414], [2.056159, -0.899409, -1.808280], [0.806981, -1.826650, 0.311551], [2.245815, 0.502138, 0.267172], [0.690407, 1.152943, 0.284237], [0.154810, -0.160112, 2.422664], [1.875841, -0.591512, 2.468851], [1.377974, 1.105584, 2.558208], [-1.357532, -1.246449, -0.761834], [-1.163859, 0.212189, -0.029565], [-2.535620, 1.909075, -1.489784], [-3.238086, 1.548633, -0.060973], [-2.441643, 1.650640, -0.576808]], "forces_ev_per_a": [[-0.087, -0.725, 0.755], [-0.220, 0.445, 0.532], [-0.299, 0.943, 0.179], [0.137, -0.140, -0.213], [0.210, 0.152, 0.435], [0.195, -0.300, -0.273], [-0.053, 0.800, -0.360], [-0.004, -0.135, -0.164], [0.587, -0.290, -0.521], [0.151, -0.611, -0.028], [-0.167, 0.035, -0.004], [0.004, -0.032, -0.018], [-0.075, -0.003, 0.108], [0.056, -0.044, 0.072], [-0.257, -0.098, -0.189], [-0.002, -0.249, -0.287], [-0.831, 0.070, -0.055], [-0.562, 0.203, -0.578], [1.217, -0.021, 0.609]], "nbo_charge": [-0.61, -0.05, -0.40, -0.61, -0.86, 0.20, 0.20, 0.21, 0.18, 0.20, 0.19, 0.22, 0.20, 0.20, 0.35, 0.38, 0.49, 0.49, -0.97]}

{"formula": "C4H13NO", "method": "ωB97M-V/def2-TZVPD", "total_charge": 1, "orbital_gap_ev": [9.790, 4.552], "s2": 0.755, "multiplicity": 2, "symbols": ["C", "C", "C", "C", "N", "H", "H", "H", "H", "H", "H", "H", "H", "H", "H", "H", "H", "H", "O"], "xyz": [[-0.643524, 1.270843, 0.314422], [0.052116, 0.252108, -0.612244], [0.948987, -0.718475, 0.164644], [1.997717, -0.046334, 1.023615], [2.948951, 0.742111, 0.364414], [-1.592420, 1.650930, -0.021782], [0.060073, 2.086930, 0.453531], [-0.836471, 0.866957, 1.310028], [-0.691926, -0.327967, -1.149391], [0.660594, 0.770192, -1.356384], [0.321105, -1.410154, 0.709706], [1.416411, -1.339794, -0.609024], [2.502127, -0.736841, 1.707461], [1.423298, 0.632544, 1.715395], [3.658583, 1.129450, 0.997214], [2.641886, 1.495891, -0.259352], [-5.012521, -1.501812, -1.089516], [-4.584600, -2.746339, -1.831179], [-5.270392, -2.070238, -1.831561]], "forces_ev_per_a": [[0.868, -0.333, 0.216], [-0.379, 0.278, 0.635], [-0.448, -0.102, -1.695], [-0.297, -1.367, 0.187], [-0.475, 1.925, 1.465], [-0.140, 0.212, -0.470], [-0.243, 0.532, 0.135], [-0.014, -0.273, 0.020], [0.059, -0.122, -0.158], [-0.195, 0.065, -0.183], [0.098, 0.077, 0.705], [0.408, -0.038, 0.345], [0.097, 0.107, -0.049], [0.257, 0.272, -0.104], [0.474, -0.575, -0.427], [-0.058, -0.649, -0.626], [-0.286, -0.126, -0.276], [-0.122, -0.117, -0.137], [0.395, 0.233, 0.416]], "nbo_charge": [-0.62, -0.40, -0.42, -0.30, -0.28, 0.25, 0.19, 0.21, 0.24, 0.19, 0.25, 0.25, 0.27, 0.34, 0.42, 0.42, 0.46, 0.46, -0.92]}

{"formula": "C4H13NO2", "method": "ωB97M-V/def2-TZVPD", "total_charge": -1, "orbital_gap_ev": [2.660, 9.760], "s2": 0.750, "multiplicity": 2, "symbols": ["C", "N", "C", "C", "C", "O", "H", "H", "H", "H", "H", "H", "H", "H", "H", "H", "H", "H", "H", "O"], "xyz": [[-2.670253, -0.685946, -0.042113], [-1.085361, -0.835376, -0.012458], [-0.527050, 0.430816, 0.645499], [1.102192, 0.360698, 0.778015], [1.570940, 1.385916, 1.844702], [1.738286, 0.610897, -0.466575], [-3.124182, -1.581566, -0.399579], [-2.780033, 0.214679, -0.657727], [-2.956690, -0.326891, 0.971529], [-0.970514, -1.610650, 0.674722], [-0.507275, 1.229021, -0.212205], [-1.012997, 0.640978, 1.560503], [1.249150, -0.716906, 1.350092], [2.525962, 1.097633, 2.243499], [1.631253, 2.339676, 1.366545], [0.922663, 1.329105, 2.706590], [1.663239, -0.115567, -1.098215], [-0.161983, -1.644698, -3.018735], [-0.305442, -1.309326, -1.594726], [0.082890, -0.941742, -2.428639]], "forces_ev_per_a": [[3.452, 2.089, 0.805], [-1.800, 0.363, 1.871], [2.880, -0.477, -4.388], [-2.078, -2.351, 2.349], [-0.208, -1.344, -1.094], [0.249, -0.085, 1.286], [-0.391, -0.484, -0.174], [-0.541, -0.488, -0.386], [-0.310, -0.779, -0.393], [0.245, 0.544, -0.393], [-1.082, -0.932, 1.875], [-0.506, 0.596, 0.884], [0.259, 2.116, -2.012], [0.786, -0.002, -0.162], [-0.070, 0.895, 0.085], [-0.531, 0.335, 0.068], [-0.534, -0.206, 0.061], [0.052, -0.422, -0.975], [-0.103, 0.986, 0.225], [0.228, -0.354, 0.467]], "nbo_charge": [-0.81, -0.75, -0.35, 0.06, -0.64, -0.76, 0.18, 0.18, 0.15, 0.30, 0.20, 0.18, 0.13, 0.20, 0.20, 0.20, 0.51, 0.43, 0.49, -1.09]}

{"formula": "C4H13NO2", "method": "ωB97M-V/def2-TZVPD", "total_charge": 0, "orbital_gap_ev": 9.582, "smiles": "C1CCNC1.O.O", "symbols": ["N", "C", "C", "C", "C", "H", "H", "H", "H", "H", "H", "H", "H", "H", "H", "H", "O", "H", "H", "O"], "xyz": [[0.678766, -0.092697, 1.210793], [-0.654128, -0.268633, 1.603312], [-1.310058, 1.024580, 1.449132], [-0.239380, 2.042314, 1.308438], [1.074210, 1.313744, 0.808821], [1.349599, -0.412947, 1.918530], [-1.154250, -1.175266, 1.253289], [-0.679813, -0.489150, 2.752241], [-1.855653, 1.125668, 0.560632], [-2.062599, 1.193108, 2.338614], [-0.436585, 2.768230, 0.469731], [-0.090148, 2.570167, 2.352948], [1.002253, 1.488491, -0.324771], [2.046644, 1.509926, 1.216411], [1.311857, -1.076592, -0.095138], [1.084085, -1.353121, -1.549507], [1.784293, -1.025491, -1.064539], [-0.641903, -2.294392, -5.249640], [-0.684667, -3.598891, -5.929881], [-0.522516, -3.249049, -5.029419]], "forces_ev_per_a": [[3.976, -0.601, -0.748], [-0.538, -1.929, 4.148], [-2.721, 1.192, 1.469], [2.400, 3.234, 1.539], [-3.787, -1.213, -0.841], [-0.578, 0.127, -0.494], [-0.015, 0.323, -0.846], [0.194, 0.262, -1.547], [-1.284, -0.422, -1.304], [1.469, 0.027, -1.821], [-0.277, -0.187, 1.472], [-0.048, -0.626, -2.202], [0.875, -0.874, 1.544], [0.202, 0.593, 0.143], [1.562, 0.881, -2.481], [-2.104, -1.170, -2.221], [0.677, 0.375, 4.186], [0.238, -0.812, 0.756], [0.196, -0.305, 0.791], [-0.436, 1.123, -1.543]], "nbo_charge": [-0.66, -0.22, -0.43, -0.41, -0.21, 0.38, 0.20, 0.16, 0.21, 0.22, 0.21, 0.20, 0.20, 0.21, 0.48, 0.45, -0.99, 0.46, 0.46, -0.93]}

{"formula": "C4H13NO2", "method": "ωB97M-V/def2-TZVPD", "total_charge": 0, "orbital_gap_ev": 9.735, "smiles": "C=CCCN.O.O", "symbols": ["C", "C", "C", "C", "N", "H", "H", "H", "H", "H", "H", "H", "H", "H", "H", "H", "O", "H", "H", "O"], "xyz": [[-1.225598, 1.111149, 0.373833], [0.161671, 0.643384, -0.047936], [0.104309, -0.267481, -1.268355], [0.426992, -1.546330, -1.231196], [-1.320009, 1.461889, 1.781537], [-1.962195, 0.336175, 0.116602], [-1.544877, 1.972423, -0.213326], [0.736869, 0.249200, 0.779539], [0.693313, 1.496321, -0.466540], [-0.112686, 0.366915, -2.119679], [0.571511, -2.100827, -0.315916], [0.235256, -2.179135, -2.093918], [-2.251876, 1.438527, 2.157090], [-0.645406, 1.053138, 2.406210], [-0.856334, -1.941962, 1.384761], [-1.176943, -1.088413, 2.556862], [-0.456542, -1.627945, 2.207096], [2.898260, -0.420530, -1.521613], [2.880573, 0.530613, -2.722586], [2.843713, 0.512888, -1.762465]], "forces_ev_per_a": [[-0.754, -0.485, 0.190], [0.114, 0.452, -1.111], [0.442, 0.993, 1.756], [-1.373, -0.813, -0.859], [0.222, 0.552, 0.094], [0.103, -0.190, 0.060], [0.171, 0.154, -0.133], [-0.041, -0.326, 0.122], [0.318, 0.285, 0.556], [-0.209, -0.824, -0.614], [0.395, 0.266, 0.265], [0.453, 0.087, -0.151], [-0.040, -0.030, 0.055], [0.021, -0.200, -0.167], [0.284, -0.091, -0.008], [0.184, 0.068, 0.189], [-0.515, -0.076, -0.162], [-0.134, 0.170, -0.095], [0.036, -0.067, -0.026], [0.320, 0.076, 0.040]], "nbo_charge": [-0.20, -0.47, -0.11, -0.46, -0.86, 0.15, 0.18, 0.22, 0.22, 0.20, 0.19, 0.20, 0.36, 0.37, 0.47, 0.47, -0.93, 0.48, 0.47, -0.94]}

{"formula": "C4H13NO2", "method": "ωB97M-V/def2-TZVPD", "total_charge": 0, "orbital_gap_ev": 9.554, "smiles": "C1CCNC1.O.O", "symbols": ["C", "N", "C", "C", "C", "H", "H", "H", "H", "H", "H", "H", "H", "H", "H", "H", "O", "H", "H", "O"], "xyz": [[1.094725, -0.114892, 0.157777], [0.396538, 1.065270, 0.685712], [0.835816, 1.070848, 2.023525], [1.701118, -0.141136, 2.439082], [2.286071, -0.423048, 0.961339], [1.305596, 0.075758, -0.949294], [0.255078, -0.922775, 0.202240], [0.714751, 1.924776, 0.184750], [0.003326, 1.054084, 2.673914], [1.367122, 2.029136, 2.364691], [2.462731, 0.295401, 3.091671], [1.208267, -1.014594, 2.770316], [2.853013, -1.335482, 0.583540], [3.023130, 0.360160, 0.691116], [-2.886144, -1.654520, -2.799586], [-2.955542, -1.254011, -1.390081], [-2.414709, -1.227568, -2.152301], [-4.490936, 0.174319, -4.201539], [-3.103979, 0.313565, -3.408239], [-3.655974, -0.275291, -3.928631]], "forces_ev_per_a": [[-3.119, -1.018, -3.571], [1.195, 0.739, -1.902], [0.475, 1.792, 3.686], [2.250, 1.395, -3.279], [1.750, 0.068, 0.467], [-0.221, -0.554, 1.349], [1.782, 0.722, -0.194], [-0.281, -1.107, 0.657], [-1.302, 0.115, 0.886], [-0.412, -1.154, -0.825], [-0.075, -0.909, 0.241], [-0.690, -0.611, 0.720], [-1.151, 0.518, 1.229], [-0.219, 0.004, 0.532], [-1.752, -1.458, -2.468], [-0.744, -0.030, 1.282], [3.236, 1.085, 2.140], [1.270, -0.264, 0.398], [-0.219, 0.148, 0.087], [-1.772, 0.520, -1.436]], "nbo_charge": [-0.23, -0.62, -0.23, -0.41, -0.44, 0.20, 0.18, 0.35, 0.18, 0.18, 0.22, 0.21, 0.23, 0.19, 0.48, 0.46, -0.94, 0.48, 0.50, -0.97]}